This record from the OMol25 dataset describes the molecule C20H23N3O3 in a non-equilibrium geometry. The level of theory is ωB97M-V/def2-TZVPD.

Results
electronic energy = -1165.8970 hartree
energy above the lowest of the compared OMol25 structures with the same formula, charge and spin = 57.2 kcal per mole
gap between HOMO and LUMO = 7.71 eV
HOMO = -7.0071 eV
total charge = 0

Each line ends with the Mulliken charge.
Positions of all 49 atoms, in Å:
C1 -6.29 1.34 0.37  -1.188
C2 -5.57 1.78 -0.88  0.882
O1 -5.81 2.84 -1.44  -0.666
N1 -4.64 0.92 -1.36  0.228
C3 -4.29 -0.34 -0.73  -0.393
C4 -3.04 -0.91 -1.41  -1.472
N2 -2.00 0.07 -1.50  0.103
C5 -1.06 0.23 -0.48  0.662
C6 -1.09 -0.50 0.71  -0.424
C7 -0.10 -0.34 1.66  -1.261
C8 0.96 0.55 1.48  0.763
N3 1.87 0.74 2.51  -0.249
C9 3.23 1.17 2.25  -1.613
C10 4.02 0.18 1.42  0.765
C11 4.43 0.47 0.14  -0.425
C12 5.11 -0.45 -0.66  -1.061
C13 5.35 -1.68 -0.11  1.037
C14 4.94 -2.00 1.19  0.782
C15 4.27 -1.09 1.97  -0.921
O2 5.30 -3.28 1.48  -0.486
C16 5.96 -3.77 0.34  -0.234
O3 5.99 -2.77 -0.66  -0.480
C17 0.99 1.28 0.29  -0.161
C18 0.01 1.11 -0.67  -0.556
C19 -2.38 1.26 -2.26  -0.748
C20 -3.89 1.27 -2.55  -1.120
H1 -6.75 0.37 0.23  0.317
H2 -7.05 2.08 0.60  0.336
H3 -5.59 1.28 1.21  0.277
H4 -5.12 -1.06 -0.82  0.354
H5 -4.08 -0.18 0.33  0.441
H6 -2.68 -1.78 -0.86  0.466
H7 -3.29 -1.25 -2.42  0.395
H8 -1.88 -1.19 0.92  0.262
H9 -0.15 -0.92 2.57  0.265
H10 1.83 -0.01 3.19  0.254
H11 3.71 1.32 3.22  0.456
H12 3.20 2.14 1.74  0.450
H13 4.23 1.45 -0.27  0.310
H14 5.43 -0.21 -1.66  0.419
H15 3.96 -1.34 2.97  0.439
H16 6.99 -4.06 0.60  0.244
H17 5.42 -4.65 -0.05  0.246
H18 1.78 1.98 0.10  0.249
H19 0.09 1.67 -1.58  0.467
H20 -2.13 2.15 -1.68  0.574
H21 -1.84 1.29 -3.21  0.274
H22 -4.13 0.57 -3.36  0.329
H23 -4.20 2.27 -2.85  0.412

This record from the OMol25 dataset describes the molecule C2H7N5O in a non-equilibrium geometry. The level of theory is ωB97M-V/def2-TZVPD.

Results
electronic energy = -429.3840 hartree
energy above the lowest of the compared OMol25 structures with the same formula, charge and spin = 24.8 kcal per mole
gap between HOMO and LUMO = 9.99 eV
HOMO = -9.2483 eV
total charge = 0

Each line ends with the Mulliken charge.
Positions of all 15 atoms, in Å:
H1 -3.06 -1.21 0.26  0.192
N1 -2.84 -0.29 -0.11  -0.727
C1 -1.58 -0.04 -0.03  0.509
N2 -1.17 1.23 -0.32  -0.441
N3 -0.61 -0.99 0.27  -0.300
O1 0.57 -0.90 -0.50  -0.244
C2 1.55 -0.24 0.19  0.580
N4 2.60 0.01 -0.68  -0.526
N5 1.48 0.23 1.37  -0.696
H2 0.56 -0.06 1.72  0.370
H3 -0.31 1.58 0.02  0.239
H4 -1.92 1.93 -0.19  0.309
H5 -0.87 -1.92 0.14  0.238
H6 2.40 -0.11 -1.70  0.238
H7 3.20 0.79 -0.43  0.258

This record from the OMol25 dataset describes a cluster of 2 separate species, C5H11NO2 in total. The level of theory is ωB97M-V/def2-TZVPD.

Results
electronic energy = -402.3106 hartree
energy above the lowest of the compared OMol25 structures with the same formula, charge and spin = 42.4 kcal per mole
gap between HOMO and LUMO = 10.38 eV
HOMO = -9.5381 eV
total charge = 0

Each line ends with the Mulliken charge.
Positions of all 19 atoms, in Å:
C1 -1.06 2.40 -2.19  -1.322
C2 -0.69 1.12 -1.44  -0.057
C3 0.69 0.64 -1.81  -0.035
O1 1.58 0.39 -1.04  -0.454
H1 -0.40 3.22 -1.91  0.348
H2 -2.10 2.66 -1.96  0.353
H3 -0.98 2.26 -3.27  0.338
H4 -0.73 1.27 -0.36  0.223
H5 -1.39 0.32 -1.70  0.329
H6 0.86 0.51 -2.90  0.315
N1 -0.81 0.27 2.11  -0.503
C4 -0.66 -1.18 2.13  -0.528
C5 0.29 -1.65 1.06  0.335
O2 1.11 -2.51 1.19  -0.508
H7 -1.51 0.57 2.77  0.216
H8 0.06 0.69 2.42  0.219
H9 -1.64 -1.64 1.93  0.278
H10 -0.36 -1.60 3.10  0.319
H11 0.13 -1.18 0.08  0.134

This record from the OMol25 dataset describes a cluster of 2 separate species, C3H5NO2 in total in a non-equilibrium geometry. The level of theory is ωB97M-V/def2-TZVPD.

Results
electronic energy = -322.4838 hartree
energy above the lowest of the compared OMol25 structures with the same formula, charge and spin = 56.8 kcal per mole
gap between HOMO and LUMO = 10.61 eV
HOMO = -9.4861 eV
total charge = 0

Each line ends with the Mulliken charge.
Positions of all 11 atoms, in Å:
N1 -0.84 -1.21 0.37  -0.436
C1 -0.70 0.14 0.06  0.211
C2 -0.04 1.02 1.01  -0.532
O1 0.56 0.87 -0.26  -0.385
C3 1.55 -0.53 -2.00  0.160
O2 2.32 0.23 -2.36  -0.176
H1 -0.31 -1.60 1.13  0.169
H2 -1.13 -1.87 -0.34  0.205
H3 -1.47 0.50 -0.62  0.331
H4 -0.48 1.98 1.28  0.239
H5 0.54 0.54 1.80  0.215

This record from the OMol25 dataset describes a structure of composition C10H40Fe2O22S3 in a non-equilibrium geometry. The level of theory is ωB97M-V/def2-TZVPD.

Results
2S+1 = 11
electronic energy = -5782.1928 hartree
energy above the lowest of the compared OMol25 structures with the same formula, charge and spin = 42.0 kcal per mole
gap between HOMO and LUMO (spin up / spin down) = 8.10 / 6.49 eV
HOMO (spin up / spin down) = -8.7667 / -8.7301 eV
total charge = 0

Each line ends with the Löwdin spin population.
Positions of all 77 atoms, in Å:
Fe1 -2.81 -0.31 -0.32  4.220
Fe2 0.65 1.83 -2.16  4.269
S1 -2.65 1.46 -2.39  0.021
O1 -1.25 1.86 -2.58  0.067
O2 -3.01 1.56 -0.94  0.152
O3 -3.60 1.99 -3.31  0.034
O4 -2.76 -0.04 -2.32  0.166
S2 2.78 2.84 -3.44  0.013
O5 2.58 1.99 -2.19  0.190
O6 1.29 2.98 -3.52  0.187
O7 3.47 4.06 -3.05  0.026
O8 3.29 2.21 -4.63  0.021
S3 -0.21 -0.23 0.19  0.030
O9 0.73 -0.85 1.05  0.023
O10 -1.05 -1.15 -0.63  0.129
O11 -1.42 0.39 0.79  0.149
O12 0.45 0.83 -0.59  0.072
C1 -2.41 -1.94 2.52  0.003
O13 -3.25 -1.66 1.38  0.037
H1 -1.63 -2.66 2.27  0.000
H2 -1.96 -1.02 2.89  0.000
H3 -3.01 -2.39 3.31  0.001
H4 -4.06 -2.14 1.53  0.002
C2 1.16 -4.06 2.22  0.000
O14 0.39 -3.53 1.14  0.000
H5 1.04 -3.53 3.17  0.000
H6 0.73 -5.06 2.31  0.000
H7 2.21 -4.20 1.95  0.000
H8 0.37 -2.55 1.15  0.000
C3 2.42 3.16 1.73  0.000
O15 2.70 4.16 0.77  0.001
H9 1.77 2.40 1.29  0.000
H10 3.32 2.63 2.06  0.000
H11 1.93 3.60 2.61  0.000
H12 3.30 4.78 1.19  0.000
C4 -2.96 -3.47 -0.89  0.003
O16 -3.50 -2.17 -1.23  0.045
H13 -2.18 -3.44 -0.13  0.000
H14 -3.80 -4.06 -0.53  0.001
H15 -2.49 -3.86 -1.79  0.001
H16 -4.10 -2.26 -1.98  0.002
C5 0.23 -0.24 -4.47  0.005
O17 0.78 0.04 -3.17  0.056
H17 0.91 -0.90 -5.02  0.002
H18 -0.70 -0.82 -4.43  0.001
H19 0.04 0.66 -5.04  0.000
H20 0.79 -0.84 -2.75  0.002
C6 3.94 -1.14 1.17  0.000
O18 5.16 -1.00 1.85  0.000
H21 3.46 -0.16 1.05  0.000
H22 4.03 -1.55 0.15  0.000
H23 3.30 -1.76 1.80  0.000
H24 5.68 -0.30 1.46  0.000
C7 -4.33 2.57 1.64  0.000
O19 -3.93 1.24 1.95  0.008
H25 -4.29 2.65 0.56  0.000
H26 -5.36 2.80 1.92  0.000
H27 -3.62 3.31 2.03  0.000
H28 -3.89 1.19 2.91  0.000
C8 1.46 -3.63 -2.43  0.000
O20 1.37 -2.34 -1.83  0.003
H29 2.17 -4.29 -1.92  0.000
H30 0.49 -4.13 -2.45  0.000
H31 1.92 -3.43 -3.40  0.000
H32 1.12 -2.49 -0.91  0.000
C9 1.39 0.36 4.32  0.000
O21 1.07 -0.91 3.78  0.000
H33 0.82 1.16 3.82  0.000
H34 1.25 0.35 5.39  0.000
H35 2.40 0.68 4.03  0.000
H36 0.96 -0.83 2.81  0.000
C10 -0.54 4.38 -0.63  0.005
O22 0.55 3.45 -0.83  0.048
H37 -0.13 5.24 -0.11  0.001
H38 -0.93 4.72 -1.59  0.000
H39 -1.37 3.92 -0.09  0.000
H40 1.32 3.91 -0.46  0.001

This record from the OMol25 dataset describes a cluster of 2 separate species, C4H6O2 in total. The level of theory is ωB97M-V/def2-TZVPD.

Results
electronic energy = -306.2954 hartree
energy above the lowest of the compared OMol25 structures with the same formula, charge and spin = 132.4 kcal per mole
gap between HOMO and LUMO = 9.05 eV
HOMO = -8.6780 eV
total charge = 0

Each line ends with the Mulliken charge.
Positions of all 12 atoms, in Å:
O1 1.76 -1.28 0.66  -0.266
C1 0.85 -1.67 -0.20  -0.334
C2 -1.08 -0.17 0.27  -0.639
C3 -1.38 1.25 0.11  0.681
O2 -2.21 2.10 0.13  -0.495
C4 0.01 0.90 -0.22  -0.684
H1 2.40 -0.62 0.32  0.337
H2 1.03 -1.13 -1.16  0.188
H3 -0.97 -0.58 1.27  0.289
H4 -1.54 -0.89 -0.42  0.319
H5 0.34 0.97 -1.26  0.328
H6 0.80 1.13 0.50  0.278

This record from the OMol25 dataset describes a structure of composition C5H6CeO3 in a non-equilibrium geometry. The level of theory is ωB97M-V/def2-TZVPD.

Results
2S+1 = 3
electronic energy = -894.1720 hartree
energy above the lowest of the compared OMol25 structures with the same formula, charge and spin = 6.5 kcal per mole
gap between HOMO and LUMO (spin up / spin down) = 2.86 / 4.70 eV
HOMO (spin up / spin down) = -13.7863 / -15.0168 eV
total charge = +2

Each line ends with the Löwdin spin population.
Positions of all 15 atoms, in Å:
O1 -2.87 -2.66 2.02  0.000
C1 -2.37 -1.75 2.51  0.001
O2 -2.17 -0.76 3.12  0.000
O3 0.58 0.21 1.60  -0.052
C2 0.91 -0.17 0.31  -0.005
C3 0.40 0.77 -0.79  0.027
C4 0.59 0.18 -2.17  0.103
C5 1.27 0.75 -3.14  0.764
Ce1 -0.69 1.22 3.31  1.083
H1 0.46 -1.17 0.15  -0.002
H2 2.01 -0.26 0.21  -0.001
H3 0.92 1.74 -0.71  0.001
H4 -0.68 0.94 -0.63  0.001
H5 0.15 -0.81 -2.33  0.022
H6 1.50 1.77 -3.45  0.059